No. 1
DFT (ωB97M-V/def2-TZVPD) results for an isolated ion of composition C8H13O4 and charge -1.

Properties
charge: -1
SMILES string: CC1(C)OC(C)(C)C1(O)C(=O)[O-]
ΔE to the lowest compared entry with this formula, charge and spin: 0.000 eV
E_HOMO: -4.92 eV

Geometry (Å):
C 0.90011 1.79020 -1.02087
C 0.18244 1.02681 0.07003
C -0.30699 1.98571 1.18636
O 0.95481 -0.11594 0.53040
C 0.03897 -1.11583 0.07999
C -0.45670 -1.90823 1.24896
C 0.68170 -2.00470 -0.97864
C -1.00459 0.02924 -0.43262
O -1.12988 0.02664 -1.80640
C -2.46095 0.13817 0.14790
O -2.63943 0.09764 1.36629
O -3.27544 0.19879 -0.79636
H 1.77492 1.15586 -1.42593
H 1.43064 2.75410 -0.55001
H 0.37337 2.21117 -1.86444
H -1.33762 1.74092 1.37569
H -0.37048 3.05627 0.80264
H 0.42230 1.63144 1.98731
H 0.36330 -2.21260 1.91102
H -0.80898 -2.97449 0.95475
H -1.20714 -1.34335 1.67765
H 0.24725 -2.91867 -0.90727
H 1.72193 -2.09310 -0.81239
H 0.42581 -1.57847 -1.92100
H -2.12240 0.06825 -1.86551

=====

No. 2
DFT (ωB97M-V/def2-TZVPD) results for C32H19AlCl5N4O9S as an isolated structure.

Properties
charge: -1
ΔE to the lowest compared entry with this formula, charge and spin: 0.000 eV
E_HOMO: -3.53 eV

Geometry (Å):
Al -1.20911 1.57932 0.41326
Cl 3.20872 0.36465 5.88675
C 2.00089 0.22520 4.69215
C 0.65230 0.58596 4.94063
Cl 0.16172 0.86981 6.57516
C -0.32008 0.73133 3.95748
Cl -1.97140 0.96607 4.32178
C 0.06865 0.45989 2.62300
O -0.78336 0.47682 1.63548
C 1.38046 -0.03205 2.38205
Cl 1.77456 -0.56570 0.77869
C 2.31223 -0.22696 3.42821
Cl 3.81426 -1.03233 3.12749
C -0.46395 0.39370 -2.47782
N -1.37219 0.61142 -1.36140
C -2.64943 0.58212 -1.69647
C -3.58892 1.19618 -0.89550
C -5.01499 1.33320 -0.95838
C -5.37273 1.96485 0.25078
C -4.17931 2.31408 0.91631
N -3.08860 1.85271 0.22498
C -0.04341 -1.03933 -2.65826
C -0.68536 -2.07824 -1.93834
C -0.29640 -3.32789 -2.09746
C 0.55537 -3.67892 -3.18503
C 1.24743 -2.69960 -3.85866
C 1.02683 -1.36175 -3.46805
H 0.49496 0.97747 -2.37368
H -0.92974 0.74159 -3.48365
H -2.87573 0.16663 -2.65531
H -5.71371 0.87427 -1.64507
H -6.38787 2.28159 0.44453
H -4.05778 2.75028 1.88020
H -1.46452 -1.80700 -1.21787
H -0.67854 -4.10911 -1.45597
H 0.52090 -4.74896 -3.51248
H 1.89789 -2.80976 -4.74415
H 1.60570 -0.54559 -3.89628
O -0.11422 4.34896 1.54487
C 0.50913 3.81016 0.65298
O 0.16885 2.61665 0.15703
C 1.66032 4.41024 -0.14929
C 2.03460 5.74839 0.07900
C 2.89879 6.37625 -0.82293
C 3.56059 5.67183 -1.82463
C 3.15625 4.35866 -1.96280
C 2.29006 3.66533 -1.16820
N 3.79089 3.50916 -3.02866
O 4.51015 4.11723 -3.87559
O 3.60034 2.27243 -2.95716
N 3.06692 7.77981 -0.86278
O 2.45587 8.53318 -0.08833
O 3.90420 8.24477 -1.67548
H 1.58140 6.30427 0.92124
H 4.33568 6.15948 -2.41075
H 2.10842 2.59330 -1.34007
O 1.31673 -7.53743 2.22098
C 0.44464 -7.33632 1.14221
O 0.43781 -8.05904 0.17481
C -0.55266 -6.25264 1.20661
C -1.78485 -6.42149 0.58262
C -2.76980 -5.47611 0.69300
C -2.46713 -4.21358 1.26376
S -3.58949 -2.98611 1.27636
C -1.18330 -4.02429 1.86899
C -0.24828 -4.99052 1.79070
H 1.23899 -6.83214 2.91288
H -1.91255 -7.31475 -0.00654
H -3.83500 -5.60315 0.43454
H -0.93304 -2.98601 2.19114
H 0.74398 -4.72245 2.16040

=====

No. 3
DFT (ωB97M-V/def2-TZVPD) results for a 11-piece molecular cluster, C57H101F3N4O25 overall.

Properties
multiplicity: 2
charge: +1
⟨S²⟩: 0.754
E_HOMO (spin up / spin down): -9.28 / -9.28 eV

Geometry (Å):
C -3.12786 -4.86089 -2.92540
C -2.34016 -3.58817 -3.29026
C -0.85926 -4.04777 -3.56761
C -0.70527 -4.77335 -4.92410
C -1.20785 -3.98270 -6.13681
C -2.66222 -3.37990 -5.92071
N -2.88486 -2.89559 -4.47746
O -4.15349 -2.52789 -4.24657
C -2.89786 -2.18831 -6.95808
C -3.70941 -4.52804 -6.27325
C -2.30320 -2.66609 -2.08883
H -2.80411 -5.21446 -1.94648
H -2.96886 -5.63196 -3.67924
H -4.21712 -4.85560 -2.88553
H -0.07136 -3.35102 -3.28153
H -0.51841 -4.70156 -2.76482
H -1.09413 -5.79163 -4.92261
H 0.35516 -4.98562 -5.06018
H -1.13296 -4.56059 -7.05797
H -0.54459 -3.16171 -6.40913
H -3.85143 -1.68935 -6.78535
H -2.07054 -1.50689 -6.75978
H -3.00494 -2.55130 -7.98026
H -3.62358 -4.87021 -7.30458
H -3.44714 -5.44690 -5.74882
H -4.72778 -4.16974 -6.12273
H -2.01771 -3.22241 -1.19603
H -3.25700 -2.25920 -1.75298
H -1.56935 -1.88114 -2.27167
H -4.04385 -1.57452 -4.22061
C 7.85096 1.48118 -4.01683
C 6.58165 0.98572 -4.68812
C 6.97777 -0.41102 -5.23193
C 5.78148 -1.27736 -5.65406
C 4.84091 -1.43937 -4.49752
C 4.36353 -0.08989 -3.79240
N 5.45020 0.94900 -3.67563
O 5.10187 2.18677 -3.25434
C 3.15968 0.42553 -4.60546
C 3.92757 -0.38096 -2.35778
C 6.19642 2.00822 -5.82907
H 8.26526 0.82279 -3.25331
H 7.61619 2.45505 -3.58723
H 8.56816 1.79124 -4.77683
H 7.54466 -0.41894 -6.16289
H 7.49530 -1.04563 -4.51253
H 6.02033 -2.25051 -6.08304
H 5.34142 -0.74526 -6.49745
H 5.42780 -1.89792 -3.70166
H 3.94783 -1.99741 -4.77877
H 3.36879 0.49582 -5.67290
H 2.24180 -0.07915 -4.30397
H 2.93803 1.44730 -4.29732
H 4.78914 -0.73978 -1.79472
H 3.70710 0.57789 -1.88863
H 3.07769 -1.06345 -2.35409
H 6.90527 2.05420 -6.65582
H 6.06053 3.00483 -5.40906
H 5.20998 1.82461 -6.25488
H 5.44649 2.16781 -2.35853
C 2.26269 -1.93577 1.15156
C 0.90133 -2.78391 1.15385
C 1.03044 -3.80255 0.00440
C 1.90042 -4.98588 0.17585
C 1.30783 -5.69380 1.47468
C 1.25058 -4.82496 2.73225
N 0.55845 -3.57739 2.31023
O 0.20300 -2.76725 3.37311
C 0.46661 -5.63501 3.87172
C 2.66733 -4.59119 3.23133
C -0.32705 -1.80339 0.84284
H 3.13425 -2.58873 1.10556
H 2.25551 -1.30640 2.04147
H 2.29488 -1.40105 0.20228
H 0.07313 -4.03538 -0.46192
H 1.42175 -3.29525 -0.87743
H 2.96314 -4.74592 0.20957
H 1.79656 -5.60800 -0.71314
H 1.90983 -6.58279 1.66281
H 0.29629 -6.04270 1.26689
H 1.07156 -6.44909 4.27096
H 0.41388 -5.07768 4.80697
H -0.54035 -5.97625 3.63154
H 2.69351 -4.07751 4.19235
H 3.06160 -5.57097 3.50095
H 3.39831 -4.17129 2.54035
H -1.27880 -2.31542 0.70106
H -0.10839 -1.35827 -0.12781
H -0.34355 -1.01903 1.59954
H -0.64499 -3.11001 3.66469
C -3.39097 3.18191 7.00731
C -2.30648 2.02846 6.85948
C -2.67417 0.85014 7.82215
C -3.67628 -0.13053 7.26057
C -3.32070 -0.64181 5.89788
C -3.03490 0.45936 4.81326
N -2.16975 1.50363 5.46565
O -1.79082 2.49987 4.64518
C -2.16381 -0.19910 3.68460
C -4.34371 1.02326 4.35496
C -0.92255 2.52871 7.28478
H -3.34674 3.95849 6.24372
H -3.40875 3.67996 7.97671
H -4.40637 2.79482 6.92238
H -1.75975 0.27809 7.97930
H -3.15964 1.07945 8.77074
H -4.68365 0.28454 7.29263
H -3.69962 -0.98625 7.93532
H -4.17366 -1.24819 5.59314
H -2.55688 -1.41809 5.94339
H -1.35234 -0.59738 4.29369
H -2.50159 -0.92676 2.94669
H -1.59207 0.47395 3.04568
H -4.88415 0.24310 3.81887
H -5.00985 1.24207 5.18951
H -4.38062 1.90780 3.71910
H -1.02485 2.80728 8.33361
H -0.51448 3.30672 6.63959
H -0.24856 1.67270 7.25178
H -0.83084 2.49424 4.64700
C 2.52065 -1.27118 5.12631
C 1.49135 -0.19441 5.24097
O 2.19742 0.95864 5.74392
C 3.54959 0.81387 5.38948
O 4.33485 1.77487 5.39023
O 3.65987 -0.48742 4.82615
H 2.26424 -1.90964 4.28089
H 2.69459 -1.78143 6.07366
H 0.77377 -0.58544 5.96226
H 1.03603 -0.00415 4.26908
C -3.16615 4.60119 1.39152
C -2.40600 5.81167 1.79737
O -3.00944 6.82784 1.00366
C -4.10437 6.38930 0.39603
O -4.88565 7.00889 -0.26870
O -4.27389 5.09638 0.66925
H -3.43636 4.04143 2.28692
H -2.53897 4.01397 0.72076
H -1.33634 5.76434 1.59324
H -2.62305 5.91417 2.86061
C 3.32839 5.20808 4.48985
C 3.58225 4.80577 3.11870
O 2.48883 4.00293 2.82920
C 1.71032 3.82425 3.88085
O 0.72420 3.11393 3.86216
O 2.30822 4.40561 4.91067
H 3.07141 6.26730 4.50124
H 4.23177 5.10089 5.09027
H 4.54938 4.30348 3.09708
H 3.63641 5.74401 2.56654
C -5.95506 -1.02363 0.33057
C -5.51316 -0.82587 -1.11228
O -4.36298 0.05321 -0.94051
C -4.21710 0.40870 0.35183
O -3.28320 1.13070 0.75176
O -5.16174 -0.18714 1.10900
H -5.79411 -2.07393 0.57361
H -7.01469 -0.77794 0.40074
H -6.28450 -0.26784 -1.64309
H -5.14315 -1.79449 -1.44838
C -0.20062 2.00428 0.55180
C 1.29443 1.73763 0.59052
O 1.46387 0.79821 -0.46650
C 0.49987 1.00318 -1.37157
O 0.28950 0.45317 -2.48291
O -0.33927 1.89966 -0.88388
F 1.54464 1.15847 1.73778
H -0.50539 2.95100 0.99782
H -0.80029 1.18864 0.95580
H 1.94188 2.61255 0.53208
C -1.85960 2.03171 -3.97902
C -1.94041 0.73029 -4.72116
O -2.57943 1.20075 -5.84833
C -3.40599 2.27934 -5.60635
O -4.40492 2.50087 -6.25467
O -2.96892 2.79536 -4.46376
F -2.71912 -0.11278 -4.02900
H -0.89884 2.50567 -4.18002
H -1.96386 1.86525 -2.90686
H -0.97072 0.26043 -4.88558
C 0.45723 5.94496 -2.62670
C -0.60598 5.71556 -1.55005
O 0.12281 5.23407 -0.50530
C 1.41706 5.50063 -0.62388
O 2.29633 5.14430 0.18842
O 1.59993 6.00006 -1.87551
F -1.38667 4.70264 -1.97108
H 0.23199 6.84851 -3.19324
H 0.43926 5.22704 -3.44667
H -1.19697 6.62312 -1.42692

=====

No. 4
DFT (ωB97M-V/def2-TZVPD) results for a 6-piece molecular cluster, C27H22BF4O17 overall.

Properties
charge: -1
ΔE to the lowest compared entry with this formula, charge and spin: 2.666 eV
E_HOMO: -6.74 eV

Geometry (Å):
B -0.91169 1.42280 -0.94130
F -1.32269 1.05780 -2.19430
F -0.11169 0.50480 -0.41730
F -0.14369 2.62180 -1.28930
F -1.84769 1.76580 -0.07630
C 4.33331 7.36480 0.40570
C 4.33331 6.75480 1.80470
C 3.64231 5.55580 2.15670
O 3.69931 4.98580 3.21570
C 2.65331 5.14580 1.14670
C 2.52531 5.79180 -0.27630
C 3.61031 6.82080 -0.67330
O 3.72731 7.29180 -1.80630
O 1.40431 5.72380 -0.97930
O 5.15431 7.21980 2.78070
H 4.89431 8.17780 0.17170
H 1.82731 4.46380 1.47870
H 0.92431 4.79080 -0.86130
H 5.20931 6.48280 3.38070
C 4.46931 -0.36920 3.48970
C 3.20131 -0.61120 2.58470
C 2.95431 -1.91220 2.22670
O 1.89331 -2.14620 1.51070
C 3.86531 -3.05520 2.52070
C 5.16031 -2.71720 3.22070
C 5.49231 -1.39420 3.74270
O 6.44731 -1.07920 4.33470
O 6.18531 -3.57920 3.16770
O 2.24931 0.38580 2.40370
H 4.57731 0.68080 3.64670
H 3.68831 -4.11520 2.10270
H 7.00931 -3.20420 3.50270
H 1.61731 0.16180 1.59370
C -7.12769 0.06480 -2.08130
C -6.76469 -0.74620 -0.84730
C -5.30869 -1.13320 -0.59330
O -5.08669 -2.00320 0.28770
C -4.35169 -0.33720 -1.35130
C -4.74369 0.69380 -2.35830
C -6.14569 0.66480 -2.91330
O -6.44769 1.19880 -3.96630
O -3.82269 1.47780 -2.94030
O -7.77369 -1.29820 -0.13030
H -8.18969 0.19380 -2.32430
H -3.24569 -0.53020 -0.83330
H -2.90069 1.24880 -2.58930
H -7.50369 -2.00220 0.34270
C -2.81169 -4.59120 2.02570
C -2.75069 -4.74520 0.59470
C -2.02569 -3.77120 -0.25630
O -1.85869 -3.87720 -1.47830
C -1.48469 -2.61820 0.40170
C -1.66169 -2.34320 1.99070
C -2.20869 -3.47020 2.75070
O -2.23869 -3.44520 4.02070
O -1.20569 -1.21420 2.64570
O -3.25069 -5.89120 0.05070
H -3.42869 -5.38220 2.68270
H -0.93169 -2.07120 -0.24230
H -1.00669 -0.63620 2.12970
H -2.68969 -5.89120 -0.91130
C 1.23831 -2.65520 -3.36230
C 1.17131 -1.73920 -4.49530
O 1.94631 -1.62220 -5.29930
C -0.14969 -0.97220 -4.61930
H 1.36731 -2.46120 -2.40030
H 2.09831 -3.26820 -3.55430
H 0.42931 -3.47620 -3.42430
H -0.19269 -0.33120 -5.42330
H -0.32869 -0.39820 -3.79730
H -1.02469 -1.60920 -4.80530

=====

No. 5
DFT (ωB97M-V/def2-TZVPD) results for an isolated ion of composition C10H11Br2N3 and charge +2.

Properties
charge: +2
SMILES string: Cc1cc(Br)c(C2=[NH+]C(=[NH2+])CN2)c(Br)c1
ΔE to the lowest compared entry with this formula, charge and spin: 1.878 eV
E_HOMO: -15.61 eV

Geometry (Å):
C 2.29669 -2.37683 3.43985
C 1.55254 -1.82405 2.25530
C 1.08710 -0.49953 2.44795
C 0.42636 0.23093 1.42938
Br 0.03800 2.17059 1.77955
C 0.22561 -0.37874 0.21334
C -0.63463 0.49960 -1.15522
N -1.35160 1.56595 -0.88891
C -1.63391 2.25169 -2.03153
N -2.53468 3.18592 -2.18314
C -1.27056 1.32689 -3.13599
N -0.48334 0.35909 -2.44054
C 0.52935 -1.73106 0.05954
Br 0.23035 -2.68060 -1.54278
C 1.30290 -2.41187 1.01228
H 1.71981 -3.06970 4.07991
H 2.94976 -3.02574 3.00328
H 2.70470 -1.65814 4.05249
H 1.40887 -0.13908 3.44360
H -1.64825 1.96609 -0.05658
H -2.56550 3.86197 -2.93636
H -3.15143 3.62636 -1.51065
H -2.20322 0.75423 -3.45140
H -0.88683 1.79259 -4.14160
H 0.18600 -0.35309 -2.69700
H 1.70592 -3.44349 0.95522

=====

No. 6
DFT (ωB97M-V/def2-TZVPD) results for a 2-piece molecular cluster, C5H7N overall.

Properties
ΔE to the lowest compared entry with this formula, charge and spin: 8.319 eV
E_HOMO (spin up / spin down): -7.56 / -7.53 eV

Geometry (Å):
C 3.58152 -0.04797 0.12118
C -1.09978 0.39598 1.41712
C -0.55739 0.23306 0.23807
C -0.35518 1.16073 -0.86057
C -0.54848 -1.23772 -0.00293
N 2.62338 0.54035 0.03995
H -1.44841 -0.24773 2.24160
H 0.68375 1.09989 -1.05185
H -0.51395 2.17699 -0.59765
H -0.98987 0.85903 -1.62980
H 0.41690 -1.64126 0.57278
H -0.56954 -1.50005 -1.03774
H -1.22295 -1.79130 0.54985

=====

No. 7
DFT (ωB97M-V/def2-TZVPD) results for C18H42AgN6O6 as an isolated structure.

Properties
charge: +1
ΔE to the lowest compared entry with this formula, charge and spin: 0.746 eV
E_HOMO: -11.28 eV

Geometry (Å):
Ag -28.73647 20.87268 6.65376
C -30.01471 22.15367 10.40891
C -28.60678 21.71178 10.10538
O -28.36653 21.15217 9.03617
N -27.65824 22.08271 10.97796
C -27.67482 23.21820 11.90887
H -30.13488 23.10449 9.88024
H -30.22241 22.30243 11.46607
H -30.77088 21.48169 10.01171
H -26.70778 21.78239 10.82533
H -28.65526 23.66124 12.02980
H -27.05294 24.02834 11.51710
H -27.21100 22.88973 12.83588
C -30.38493 25.59445 6.45030
C -29.58391 24.55027 5.69759
O -29.28919 23.51134 6.29633
N -29.25995 24.71579 4.40808
C -29.46185 25.88243 3.56849
H -29.75081 26.22886 7.06778
H -31.08512 25.07142 7.09132
H -30.89810 26.23498 5.73387
H -28.77078 23.93831 3.99220
H -29.61213 25.50991 2.55096
H -28.60569 26.55629 3.55795
H -30.38983 26.41037 3.76718
C -27.69060 18.01653 3.44892
C -28.37848 18.46966 4.70239
O -27.73414 18.74923 5.71518
N -29.71830 18.41522 4.69624
C -30.65681 18.29989 3.58868
H -26.63457 17.85003 3.63811
H -27.82424 18.75458 2.65646
H -28.11222 17.06132 3.12946
H -30.14478 18.56736 5.59566
H -30.70256 17.26150 3.25383
H -30.24712 18.85893 2.74256
H -31.62222 18.72946 3.82206
C -25.04988 23.46769 5.50300
C -25.43531 22.17466 6.16570
O -26.23983 21.42015 5.62061
N -24.88587 21.87891 7.35689
C -25.19930 20.71347 8.15114
H -24.42106 24.12915 6.10149
H -25.95257 23.95781 5.15382
H -24.37994 23.22695 4.67133
H -24.10653 22.38949 7.73784
H -25.81911 20.03341 7.56885
H -25.66411 20.98463 9.09826
H -24.29441 20.16402 8.42827
C -29.64820 21.69727 1.74007
C -28.64868 21.54708 2.87401
O -29.08664 21.44736 4.03184
N -27.33684 21.51644 2.62742
C -26.66709 21.68087 1.35016
H -30.01241 22.72314 1.81100
H -30.48746 21.05365 2.00561
H -29.34694 21.40220 0.73927
H -26.77529 21.33078 3.45838
H -26.21206 20.78585 0.92881
H -25.86662 22.40568 1.50609
H -27.33348 22.11801 0.61050
C -32.86640 18.71179 7.17739
C -31.47395 18.95727 7.73309
O -30.84822 19.97318 7.39217
N -30.95538 17.97249 8.47983
C -29.60769 17.96434 8.99090
H -32.80547 17.95225 6.39782
H -33.33623 19.60391 6.77509
H -33.53683 18.37847 7.97552
H -31.61346 17.24561 8.71243
H -28.94437 18.59313 8.40230
H -29.17115 16.96804 8.93578
H -29.52381 18.33830 10.01182